(1)
The following is a quantum chemistry calculation of a structure of composition C5H6O2 in a non-equilibrium geometry, from OMol25.

```
! wB97M-V def2-TZVPD RIJCOSX def2/J DEFGRID3
* xyz 0 1
O 0.09 2.03 -1.67
C 0.39 0.95 -0.93
C 0.92 0.73 0.46
C 0.09 -0.58 0.29
C -0.81 -1.19 1.26
O 0.40 -1.83 0.84
C -0.09 -0.28 -1.14
H 0.66 1.46 1.24
H 1.98 0.48 0.49
H -0.80 -0.85 2.30
H -1.74 -1.65 0.92
H -0.37 -0.84 -2.02
H -0.70 1.57 -2.02
*
```

Calculated values
Largest force on an atom   1.83 eV/A
DFT total energy   -344.477737 Eh
ΔE to the lowest compared entry with this formula, charge and spin   77.9 kcal/mol
Gap between HOMO and LUMO   0.35033 hartree

natural (NBO) atomic charge list, values in e, 2 entries: number 1, O, carries -0.645; number 2, C, carries 0.357

---

(2)
The following is a quantum chemistry calculation of a cluster of 2 separate species, C5H6O2 in total, from OMol25.

```
! wB97M-V def2-TZVPD RIJCOSX def2/J DEFGRID3
* xyz 0 1
O -2.31 -0.22 -0.26
C -1.58 -0.55 0.78
C 0.48 -0.19 -0.44
C 0.07 0.85 0.46
O -0.69 1.77 0.11
C 1.88 -0.45 -0.65
C 3.03 -0.46 -1.03
H -2.15 0.76 -0.41
H -1.73 0.06 1.68
H -1.43 -1.60 0.95
H -0.11 -0.31 -1.35
H 0.48 0.80 1.49
H 4.06 -0.46 -1.35
*
```

Calculated values
Largest force on an atom   0.79 eV/A
DFT total energy   -344.399169 Eh
ΔE to the lowest compared entry with this formula, charge and spin   127.2 kcal/mol
Gap between HOMO and LUMO (alpha / beta)   0.26754 / 0.27424 hartree

natural (NBO) atomic charge list, values in e, 2 entries: number 1, O, carries -0.650; number 2, C, carries 0.125

---

(3)
The following is a quantum chemistry calculation of a structure of composition C5H6O2, from OMol25.

```
! wB97M-V def2-TZVPD RIJCOSX def2/J DEFGRID3
* xyz 0 1
O 1.76 1.27 -0.98
C 1.63 -0.01 -0.40
C 0.22 -0.24 0.05
C -0.66 0.62 0.89
C -1.77 -0.46 0.82
C -0.81 -1.06 -0.20
O -0.61 1.77 1.24
H 1.36 1.91 -0.36
H 2.30 -0.13 0.47
H 1.93 -0.74 -1.15
H -2.76 -0.12 0.50
H -1.87 -1.06 1.74
H -0.95 -1.85 -0.93
*
```

Calculated values
Largest force on an atom   0.52 eV/A
DFT total energy   -344.537452 Eh
ΔE to the lowest compared entry with this formula, charge and spin   40.4 kcal/mol
Gap between HOMO and LUMO   0.38255 hartree

natural (NBO) atomic charge list, values in e, 2 entries: number 1, O, carries -0.703; number 2, C, carries -0.095

---

(4)
The following is a quantum chemistry calculation of a cluster of 2 separate species, C5H6O2 in total in a non-equilibrium geometry, from OMol25.

```
! wB97M-V def2-TZVPD RIJCOSX def2/J DEFGRID3
* xyz 0 1
C 1.38 0.55 0.76
C 0.55 -0.60 0.19
C -0.33 -0.49 -0.95
C 0.66 -1.06 -1.56
H 1.26 1.47 0.18
H 2.42 0.23 0.72
H 1.16 0.79 1.81
H 0.38 -1.40 0.92
H -1.35 -0.09 -1.01
H 1.04 -1.46 -2.52
O -1.37 0.33 1.24
C -2.24 0.53 0.48
O -3.22 0.83 -0.09
*
```

Calculated values
SMILES   CC1C=C1.O=C=O
Largest force on an atom   2.45 eV/A
DFT total energy   -344.473475 Eh
ΔE to the lowest compared entry with this formula, charge and spin   80.6 kcal/mol
Gap between HOMO and LUMO   0.35744 hartree

natural (NBO) atomic charge list, values in e, 2 entries: number 1, C, carries -0.651; number 2, C, carries -0.127

---

(5)
The following is a quantum chemistry calculation of an isolated molecule of C5H6O2 in a non-equilibrium geometry, from OMol25.

```
! wB97M-V def2-TZVPD RIJCOSX def2/J DEFGRID3
* xyz 0 1
C -1.04 -0.06 -1.66
C -0.61 0.25 -0.60
O -1.19 1.02 0.29
C -0.54 1.03 1.38
O 0.74 0.43 1.24
C 0.63 -0.21 -0.01
C 1.67 -1.12 -0.26
H -0.36 -0.64 -2.17
H -2.25 -0.31 -1.84
H -1.21 0.63 2.27
H 0.00 2.11 1.81
H 1.70 -1.78 -1.11
H 2.46 -1.34 0.63
*
```

Calculated values
SMILES   C=C1OCOC1=C
Largest force on an atom   14.34 eV/A
DFT total energy   -344.413177 Eh
ΔE to the lowest compared entry with this formula, charge and spin   118.4 kcal/mol
Gap between HOMO and LUMO   0.34788 hartree

natural (NBO) atomic charge list, values in e, 2 entries: number 1, C, carries -0.419; number 2, C, carries 0.196

---

(6)
The following is a quantum chemistry calculation of an isolated molecule of C5H6O2, from OMol25.

```
! wB97M-V def2-TZVPD RIJCOSX def2/J DEFGRID3
* xyz 0 1
C -1.85 -1.66 -1.17
C -1.12 -0.83 -0.69
C -0.18 0.20 -0.26
C 1.21 -0.06 -0.83
O 2.14 0.68 -0.62
C -0.02 0.43 1.27
O 0.54 1.69 1.51
H -2.51 -2.38 -1.61
H -0.52 1.17 -0.65
H 1.34 -1.00 -1.40
H 0.59 -0.38 1.70
H -1.00 0.41 1.75
H 1.36 1.73 0.99
*
```

Calculated values
SMILES   C#C[C@H](C=O)CO
Largest force on an atom   0.53 eV/A
DFT total energy   -344.512319 Eh
ΔE to the lowest compared entry with this formula, charge and spin   56.2 kcal/mol
Gap between HOMO and LUMO   0.39242 hartree

natural (NBO) atomic charge list, values in e, 2 entries: number 1, C, carries -0.210; number 2, C, carries -0.025

---

(7)
The following is a quantum chemistry calculation of an isolated molecule of C5H6O2, from OMol25.

```
! wB97M-V def2-TZVPD RIJCOSX def2/J DEFGRID3
* xyz 0 1
C -1.27 -0.70 -0.30
O -1.18 0.72 -0.47
C 0.21 1.03 -0.49
C 0.85 0.80 0.90
O 0.77 -0.65 1.01
C 0.19 -1.12 -0.22
C 0.98 -0.13 -1.06
H -1.78 -1.16 -1.15
H -1.80 -0.93 0.63
H 0.34 2.03 -0.90
H 0.29 1.27 1.73
H 0.42 -2.18 -0.31
H 1.90 1.11 0.91
*
```

Calculated values
Largest force on an atom   0.39 eV/A
DFT total energy   -344.419940 Eh
ΔE to the lowest compared entry with this formula, charge and spin   114.2 kcal/mol
Gap between HOMO and LUMO   0.32027 hartree

natural (NBO) atomic charge list, values in e, 2 entries: number 1, C, carries -0.117; number 2, O, carries -0.513

---

(8)
The following is a quantum chemistry calculation of a structure of composition C5H6O2, from OMol25.

```
! wB97M-V def2-TZVPD RIJCOSX def2/J DEFGRID3
* xyz 0 1
O -2.99 -0.44 0.14
C -1.85 -0.23 -0.18
C -0.94 1.02 -0.06
C 0.06 0.06 -0.65
C 1.84 -0.12 0.53
O 1.39 0.21 -0.79
C -0.74 -1.02 -0.75
H -0.76 1.37 0.96
H -1.19 1.87 -0.70
H 2.06 0.80 1.09
H 2.69 -0.78 0.46
H -0.58 -2.05 -1.03
H 1.01 -0.67 0.99
*
```

Calculated values
Largest force on an atom   0.86 eV/A
DFT total energy   -344.514603 Eh
ΔE to the lowest compared entry with this formula, charge and spin   54.8 kcal/mol
Gap between HOMO and LUMO   0.37939 hartree

natural (NBO) atomic charge list, values in e, 2 entries: number 1, O, carries -0.529; number 2, C, carries 0.577

---

(9)
The following is a quantum chemistry calculation of a structure of composition C5H6O2, from OMol25.

```
! wB97M-V def2-TZVPD RIJCOSX def2/J DEFGRID3
* xyz 0 1
O 2.47 -1.31 0.88
C -0.57 -0.31 0.68
C 0.22 0.96 0.21
O 0.75 0.39 -0.98
C -0.29 -0.57 -0.85
C -1.58 0.11 -0.71
C -1.22 1.21 0.04
H 2.33 -0.72 0.12
H 1.63 -1.34 1.35
H 0.87 1.59 0.80
H -0.17 -1.53 -1.35
H -2.57 -0.32 -0.84
H -1.86 1.84 0.65
*
```

Calculated values
Largest force on an atom   0.51 eV/A
DFT total energy   -344.410148 Eh
ΔE to the lowest compared entry with this formula, charge and spin   120.3 kcal/mol
Gap between HOMO and LUMO   0.35797 hartree

natural (NBO) atomic charge list, values in e, 2 entries: number 1, O, carries -0.952; number 2, C, carries -0.211

---

(10)
The following is a quantum chemistry calculation of an isolated molecule of C5H6O2, from OMol25.

```
! wB97M-V def2-TZVPD RIJCOSX def2/J DEFGRID3
* xyz 0 1
C 0.53 -0.06 1.16
C 0.57 1.12 0.21
O 0.83 0.21 -0.97
C 0.31 -0.90 -0.09
C -1.19 -0.88 -0.45
O -2.03 -1.11 0.41
C -0.50 1.05 -0.79
H 1.48 -0.24 1.67
H -0.32 -0.10 1.85
H 1.27 1.95 0.30
H 0.86 -1.83 -0.24
H -1.35 -1.06 -1.53
H -0.46 1.84 -1.53
*
```

Calculated values
Largest force on an atom   0.27 eV/A
DFT total energy   -344.402951 Eh
ΔE to the lowest compared entry with this formula, charge and spin   124.8 kcal/mol
Gap between HOMO and LUMO   0.33969 hartree

natural (NBO) atomic charge list, values in e, 2 entries: number 1, C, carries -0.466; number 2, C, carries 0.056

---

(11)
The following is a quantum chemistry calculation of a structure of composition C5H6O2 in a non-equilibrium geometry, from OMol25.

```
! wB97M-V def2-TZVPD RIJCOSX def2/J DEFGRID3
* xyz 0 1
C 0.37 0.54 -1.25
C -0.90 0.29 -0.47
C 0.82 0.78 0.29
C 0.60 -0.57 0.96
C -0.67 -1.16 0.43
H 0.26 1.66 -1.38
H 0.78 -0.12 -2.03
H -2.01 0.17 -0.77
H 1.85 1.15 0.79
H 1.34 -1.25 1.50
H -1.23 -2.16 -0.06
O -0.55 1.44 0.31
O -0.65 -0.78 1.68
*
```

Calculated values
Largest force on an atom   5.44 eV/A
DFT total energy   -344.371985 Eh
ΔE to the lowest compared entry with this formula, charge and spin   144.3 kcal/mol
Gap between HOMO and LUMO   0.36328 hartree

natural (NBO) atomic charge list, values in e, 2 entries: number 1, C, carries -0.434; number 2, C, carries 0.019

---

(12)
The following is a quantum chemistry calculation of an isolated molecule of C5H6O2 in a non-equilibrium geometry, from OMol25.

```
! wB97M-V def2-TZVPD RIJCOSX def2/J DEFGRID3
* xyz 0 1
O 1.45 0.44 1.79
C 0.74 0.19 0.84
C -0.78 0.26 1.05
C -1.26 0.31 -0.33
C -0.71 -0.37 -1.33
O 0.54 -0.89 -1.35
C 1.39 -0.32 -0.39
H -0.77 1.21 1.59
H -1.23 -0.53 1.67
H -2.19 0.82 -0.44
H -1.24 -0.57 -2.25
H 2.10 -1.07 -0.04
H 1.96 0.52 -0.79
*
```

Calculated values
SMILES   O=C1CC=COC1
Largest force on an atom   3.28 eV/A
DFT total energy   -344.543821 Eh
ΔE to the lowest compared entry with this formula, charge and spin   36.5 kcal/mol
Gap between HOMO and LUMO   0.36406 hartree

natural (NBO) atomic charge list, values in e, 2 entries: number 1, O, carries -0.541; number 2, C, carries 0.574